[1]
Here is the ion C4H13N2S with charge +1 from the Open Molecules 2025 dataset. Energies are from ωB97M-V with the def2-TZVPD basis set.

```
20
Properties=species:S:1:pos:R:3:forces:R:3:nbo_charge:R:1
C -2.191 -0.159 -0.742 -2.1 3.3 0.0 -0.458
N -1.803 -0.012 0.672 -1.3 0.4 -1.3 -0.620
C -0.553 -0.720 0.834 -0.2 2.7 2.7 -0.250
C 0.554 -0.108 -0.067 0.1 -2.4 0.0 -0.060
N 1.784 -0.937 0.335 0.8 0.3 1.3 -0.711
C 0.919 1.322 0.087 2.2 0.4 1.6 -0.522
S 2.501 1.873 -0.817 -1.7 -0.4 -0.3 -0.048
H -3.297 -0.071 -0.807 0.5 -0.6 0.1 0.230
H -1.970 0.744 -1.352 0.8 -0.6 0.2 0.199
H -1.869 -1.049 -1.175 0.5 -1.6 -1.0 0.174
H -2.650 -0.456 1.069 1.5 0.1 1.0 0.389
H -0.194 -0.550 1.909 -0.4 -0.3 -1.2 0.196
H -0.832 -1.730 0.761 1.0 -2.0 -0.8 0.212
H 0.342 -0.312 -1.125 0.4 -0.2 0.3 0.242
H 1.737 -1.930 0.080 0.6 0.5 -1.3 0.454
H 2.665 -0.354 0.208 -0.8 -1.3 -1.1 0.471
H 1.839 -1.114 1.348 -0.7 0.8 0.3 0.429
H 0.976 1.634 1.156 0.3 -0.3 -0.7 0.247
H 0.192 1.904 -0.328 -2.2 1.5 -1.0 0.257
H 1.851 2.024 -2.046 0.7 -0.3 1.1 0.169
```
Positions in Å, forces in eV/Å.

Charge: +1
HOMO energy, eV: -13.08
Energy, Eh: -667.5967
Molecular weight, g mol⁻¹: 121.23
SMILES: CNC[C@H]([NH3+])CS


[2]
Here is the molecule C8H9NS2 from the Open Molecules 2025 dataset. Energies are from ωB97M-V with the def2-TZVPD basis set.

```
20
Properties=species:S:1:pos:R:3:forces:R:3:nbo_charge:R:1
C 1.552 -1.458 -2.418 2.9 1.9 0.4 -0.266
C 1.549 -0.404 -1.410 1.3 -0.4 -0.3 -0.155
C 0.303 -1.858 -2.623 -1.0 -0.9 -0.1 -0.373
C 0.285 -0.204 -0.868 0.8 -1.1 -2.0 -0.320
C -2.206 0.407 1.059 2.3 -1.5 1.8 0.245
C -1.954 -0.700 2.127 -1.4 -1.6 -0.9 -0.680
C -0.061 0.749 0.071 1.7 -0.2 2.2 0.412
C 1.009 1.738 0.591 -5.5 0.6 0.1 -0.645
N -1.288 0.998 0.417 -0.8 -0.5 -0.1 -0.402
S -0.911 -1.226 -1.623 0.7 0.4 0.0 0.509
S -0.590 -1.778 1.978 1.6 0.1 -0.7 -0.431
H 2.480 -1.797 -3.036 -2.0 0.7 1.4 0.243
H 2.518 0.126 -1.118 -1.8 -0.7 -0.2 0.235
H 0.101 -2.596 -3.330 -0.8 -1.1 -1.0 0.234
H -3.106 0.889 1.105 -2.6 1.0 -0.3 0.185
H -1.850 -0.185 3.047 -0.2 1.1 1.0 0.237
H -2.778 -1.493 2.337 0.4 2.1 -0.9 0.265
H 0.197 2.412 1.063 2.4 -0.1 -0.2 0.234
H 1.404 2.159 -0.276 0.9 1.2 -1.3 0.223
H 1.740 1.388 1.238 1.0 -1.0 1.2 0.252
```
Positions in Å, forces in eV/Å.

HOMO energy, eV: -6.67
Energy, Eh: -1161.2277
Molecular weight, g mol⁻¹: 183.30


[3]
Here is a structure of composition C46H39N3O6P2Pm from the Open Molecules 2025 dataset. Energies are from ωB97M-V with the def2-TZVPD basis set.

```
97
Properties=species:S:1:pos:R:3:forces:R:3:mulliken_charge:R:1
Pm -1.312 -0.221 -0.425 -0.8 0.1 0.3 0.353
O -2.983 3.325 -3.035 0.0 0.2 -0.1 -0.465
C -2.485 2.593 -2.060 0.0 0.0 0.1 -0.013
O -2.827 1.459 -1.815 0.0 -0.2 -0.1 -0.482
C -1.485 3.293 -1.203 -0.1 0.0 -0.1 0.061
C -1.238 4.652 -1.256 -0.1 0.1 -0.1 -1.031
C -0.442 5.200 -0.263 0.0 0.1 0.0 -1.457
C 0.059 4.374 0.725 0.1 0.0 0.2 -1.289
C -0.210 3.015 0.662 0.1 0.1 0.0 1.672
N -0.956 2.486 -0.295 0.0 0.0 0.2 2.061
C 0.259 1.996 1.659 0.0 0.2 0.2 0.106
O 0.915 2.382 2.734 0.1 0.1 0.1 -0.585
O 0.015 0.824 1.501 0.0 -0.3 0.0 -0.431
H -3.657 2.809 -3.504 -0.1 -0.1 0.0 0.467
H -1.682 5.257 -2.033 0.0 0.0 0.0 0.694
H -0.233 6.261 -0.249 0.0 0.0 0.0 0.540
H 0.660 4.802 1.519 0.0 0.0 0.0 0.519
H 1.056 3.335 2.765 0.0 0.0 0.0 0.439
C -2.858 4.490 3.141 0.0 -0.1 0.0 -0.641
C -3.456 4.204 1.917 0.0 0.0 0.0 -0.739
C -3.459 2.907 1.430 0.0 -0.2 0.0 -0.341
C -2.872 1.878 2.165 -0.1 0.6 0.4 0.139
C -2.300 2.158 3.404 0.0 -0.1 -0.1 -0.065
C -2.288 3.462 3.883 0.0 0.1 0.0 -0.719
N -2.855 0.580 1.602 -0.4 -1.6 1.1 0.388
N -3.139 -0.339 2.455 0.3 2.0 -1.0 -0.767
C -3.165 -1.622 1.963 -0.1 -2.2 -0.8 -0.379
C -3.878 -2.562 2.733 0.1 0.8 0.2 -0.461
C -4.080 -3.835 2.254 -0.1 -0.4 -0.2 -0.855
C -3.596 -4.196 0.991 -0.2 0.1 0.2 -0.670
C -2.895 -3.276 0.225 0.0 0.0 0.4 -0.528
C -2.610 -2.011 0.718 0.4 1.4 -0.1 1.216
H -2.866 5.502 3.525 0.0 0.0 0.0 0.449
H -3.934 4.997 1.353 0.0 -0.1 0.0 0.473
H -3.950 2.656 0.497 0.0 0.0 0.0 0.607
H -1.853 1.349 3.968 0.0 0.0 0.0 0.486
H -1.840 3.675 4.846 0.0 0.0 0.0 0.444
H -4.297 -2.231 3.676 0.0 -0.1 0.1 0.497
H -4.651 -4.548 2.835 0.1 0.0 0.0 0.387
H -3.770 -5.191 0.600 -0.1 0.0 0.1 0.461
H -2.564 -3.568 -0.765 0.1 0.0 0.0 0.528
C 2.550 -0.834 -1.577 -0.1 0.0 0.1 -1.472
C 2.477 -1.941 -0.523 -0.2 0.1 0.0 -2.011
P 0.783 -2.392 0.115 0.4 -0.3 0.1 1.882
C 1.273 -3.021 1.762 -0.1 0.2 0.0 0.061
C 2.174 -4.077 1.912 0.0 0.0 0.1 -0.332
C 2.581 -4.470 3.176 0.0 0.0 0.0 -0.818
C 2.090 -3.816 4.303 0.0 0.0 0.0 -0.561
C 1.193 -2.770 4.162 0.0 0.0 0.0 -0.806
C 0.786 -2.372 2.894 0.0 0.0 -0.1 -0.219
C 0.449 -3.951 -0.790 0.0 0.0 0.1 0.389
C 0.811 -4.116 -2.126 0.0 0.0 0.0 -0.429
C 0.536 -5.306 -2.788 0.0 0.1 0.0 -0.728
C -0.105 -6.341 -2.124 0.0 0.0 0.0 -0.703
C -0.467 -6.187 -0.791 0.0 0.0 0.0 -0.796
C -0.192 -5.000 -0.129 0.0 0.0 -0.1 -0.669
P 1.431 0.623 -1.299 1.0 0.2 -0.4 2.622
C 2.561 1.757 -0.391 0.0 -0.1 0.1 0.186
C 3.199 1.277 0.758 0.0 0.0 -0.1 -0.662
C 4.034 2.094 1.506 0.0 0.0 0.0 -0.748
C 4.228 3.417 1.128 0.0 0.0 0.0 -0.718
C 3.586 3.913 0.000 0.0 0.0 0.0 -0.845
C 2.759 3.089 -0.754 0.0 0.0 0.0 -0.395
C 1.479 1.355 -2.982 -0.1 0.0 0.0 0.149
C 0.292 1.556 -3.685 0.1 0.0 0.0 -0.171
C 0.301 2.093 -4.966 -0.1 0.0 0.0 -1.171
C 1.506 2.428 -5.563 0.0 0.0 0.0 -0.754
C 2.698 2.220 -4.880 0.0 0.0 0.0 -0.847
C 2.685 1.689 -3.599 0.0 0.0 0.0 -0.337
H 2.265 -1.216 -2.554 0.0 0.0 0.0 0.519
H 3.571 -0.459 -1.644 0.1 0.0 -0.1 0.762
H 3.042 -1.662 0.364 0.0 0.0 0.0 0.894
H 2.939 -2.848 -0.912 0.1 0.0 0.0 0.850
H 2.548 -4.601 1.039 0.0 0.0 0.0 0.424
H 3.277 -5.293 3.286 0.0 0.0 0.0 0.431
H 2.405 -4.131 5.290 0.0 0.0 0.0 0.406
H 0.804 -2.268 5.039 0.0 0.0 0.0 0.458
H 0.080 -1.556 2.778 0.0 0.0 0.0 0.246
H 1.307 -3.311 -2.656 0.0 -0.1 0.0 0.159
H 0.831 -5.424 -3.824 0.0 0.0 0.0 0.475
H -0.314 -7.269 -2.642 0.0 0.0 0.0 0.399
H -0.958 -6.996 -0.265 0.0 0.0 0.0 0.469
H -0.465 -4.889 0.912 0.0 0.0 0.0 0.676
H 3.025 0.257 1.082 0.0 0.1 0.0 -0.019
H 4.525 1.701 2.388 0.0 0.0 0.0 0.477
H 4.886 4.057 1.705 0.0 0.0 0.0 0.416
H 3.743 4.942 -0.304 0.0 0.0 0.0 0.464
H 2.274 3.487 -1.638 0.0 0.0 0.0 0.585
H -0.645 1.250 -3.240 -0.1 0.0 0.0 0.448
H -0.629 2.238 -5.502 0.0 0.0 0.0 0.484
H 1.520 2.839 -6.565 0.0 0.0 0.0 0.416
H 3.642 2.474 -5.346 0.0 0.0 0.0 0.452
H 3.620 1.543 -3.071 0.0 0.0 0.0 0.410
O -2.416 -1.218 -2.332 0.1 -0.1 -0.2 -0.559
C -1.326 -1.539 -2.852 -0.2 -0.2 -0.2 -0.080
O -0.208 -1.230 -2.339 -0.1 -0.1 -0.4 -0.170
H -1.324 -2.113 -3.788 0.0 0.0 -0.1 0.343
```
Positions in Å, forces in eV/Å.

Charge: +1
HOMO energy (alpha / beta), eV: -10.27 / -10.26
Energy, Eh: -3683.0453
Multiplicity: 5
⟨S²⟩: 6.005
Molecular weight, g mol⁻¹: 936.78


[4]
Here is the molecule C5H7N from the Open Molecules 2025 dataset. Energies are from ωB97M-V with the def2-TZVPD basis set.

```
13
Properties=species:S:1:pos:R:3:forces:R:3:nbo_charge:R:1
C 2.833 -0.490 -0.029 -0.5 0.5 -0.2 -0.248
C 1.821 0.128 0.172 0.8 -0.5 0.3 -0.001
C 0.566 0.860 0.102 0.1 -0.2 0.7 -0.309
N -0.539 0.138 0.747 0.3 0.3 -0.2 -0.384
C -1.095 -0.994 0.029 0.0 -0.2 -0.1 -0.260
C -1.839 0.289 0.116 -0.2 0.1 -0.1 -0.260
H 3.689 -0.949 -0.450 0.3 -0.3 0.3 0.234
H 0.617 1.852 0.571 0.1 -0.3 -0.2 0.229
H 0.559 0.971 -0.983 -1.1 0.3 -0.4 0.204
H -1.395 -1.842 0.643 0.1 0.2 -0.1 0.207
H -0.646 -1.254 -0.928 -0.1 0.0 0.1 0.193
H -2.684 0.391 0.794 0.2 0.0 -0.1 0.204
H -1.887 0.900 -0.785 0.0 -0.1 0.1 0.189
```
Positions in Å, forces in eV/Å.

HOMO energy, eV: -9.38
Energy, Eh: -249.3436
Molecular weight, g mol⁻¹: 81.12
SMILES: C#CCN1CC1